(1)
Here is a 9-piece molecular cluster, C54H52N10O17 overall from the Open Molecules 2025 dataset. Energies are from ωB97M-V/def2-TZVPD.

Geometry as ORCA input:
```
! RIJCOSX wB97M-V def2-TZVPD def2/J DEFGRID3
* xyz 0 1
H 12.22311 -3.58718 -8.26517
C -2.33597 1.96394 -4.32526
H -6.81780 -0.13536 -6.33126
C 8.02908 -2.78225 -0.44752
O 2.14316 1.24665 0.93747
H -3.71807 -3.89479 -1.35905
H 9.20795 -5.08382 -5.61952
H -1.82954 3.75006 -1.49659
C -3.46434 -0.65450 6.56833
H -2.87952 -1.81001 8.27751
H 10.65636 -1.85738 -9.07571
H -4.42219 0.40560 -6.62640
H -6.24715 8.18133 8.08137
C -0.70547 3.10821 2.12571
C 4.88680 -1.79848 0.93162
C 8.67170 -3.41256 -6.85107
N 7.29974 -3.81509 -1.05550
O -2.40410 -1.47448 1.36068
H 11.72436 -3.32326 -2.79587
O 7.00511 -4.14926 -5.44464
H -1.16472 5.16811 2.54042
H -5.02906 -5.93535 -0.85661
O -7.77487 2.89600 9.31338
C 8.05952 -1.59405 -1.40386
O -1.80272 -1.53634 -4.25028
N -2.07014 -0.44993 -4.71658
H -2.52219 4.04111 -3.85455
H -3.75168 2.65471 -7.39839
H -1.38489 -0.45168 -2.13264
N 7.30243 -3.35156 -6.31393
C -4.83200 1.26347 6.95621
H 1.21961 -2.34462 -0.16413
O -2.54610 -1.87000 -0.74453
C 10.96911 -2.97183 -2.08797
C -1.56468 1.63099 -1.67039
O -4.87144 4.70221 3.56124
H -4.39790 2.40501 3.02532
H -8.54051 1.57663 -6.81163
C 11.22018 -3.53585 -7.86280
H 7.39202 -1.61193 -3.55078
H -4.08252 -0.32840 9.85488
C 9.47374 -1.06180 -1.68546
C 10.81802 -4.44270 -6.89074
C 7.41264 -3.59183 -2.50828
C -5.75865 3.37844 -7.54094
H -2.89698 0.54061 2.36159
H 4.30561 0.23761 1.30027
C 2.68762 -0.96315 0.56627
C -6.63303 7.39999 8.72116
H -5.32342 1.62796 9.01238
C -7.05355 7.69635 10.01111
H -3.46030 -3.02497 2.82717
O -3.26554 6.09957 3.26198
O 8.51251 -2.83237 0.66265
C -1.62825 0.52791 -2.50751
H 7.50952 -0.77415 -0.92635
C -1.88351 2.89220 -2.15475
H 11.50477 -5.19796 -6.53440
H 6.14746 -1.90626 -2.32752
H 5.91317 -1.64851 1.24107
N -2.73522 -1.50976 5.61948
C -7.49210 1.80168 -6.93715
H 9.38531 -0.03013 -2.03655
N -3.73050 4.97721 3.24480
H 0.32780 3.30114 1.87034
H 8.42864 -3.77167 -2.88723
H 11.49837 -2.69268 -1.17379
C -4.15751 0.43510 6.07375
H 2.82677 -4.22706 -0.23173
C -5.17683 1.15272 -6.83273
C 4.46748 -3.05052 0.49827
H 9.79377 -2.01908 -3.47902
C -2.52405 1.55267 2.40247
C -1.19777 1.80969 2.08222
O 6.55851 -2.50168 -6.75252
C -4.79899 2.41735 -7.26670
C 9.05242 -2.49714 -7.81463
C 9.53321 -4.38476 -6.37557
H 10.00886 -1.03156 -0.73178
C -4.54767 -4.80901 2.30479
O -2.38619 -0.26544 -5.88022
C -6.52241 0.84860 -6.66872
C -3.95622 -4.15938 -0.33922
N -2.76990 -2.14460 0.41828
N -7.30814 3.74150 8.57751
C 3.15045 -3.25211 0.10567
H -0.55068 0.99388 1.79442
H 7.65635 -4.74512 -0.85955
C -4.98656 -5.62153 1.26714
C 7.19877 -2.07551 -2.58319
C -2.01114 0.71595 -3.82254
H -7.87341 6.92658 11.83975
H 6.75202 -4.17815 -3.14064
C -4.68882 -5.29934 -0.05113
O -2.77152 -1.18601 4.44781
H -1.26482 1.50004 -0.64031
N 1.73739 0.15597 0.58609
C -1.53539 4.15485 2.49874
C -4.79959 0.98625 8.31687
H 10.30903 -3.81354 -1.82925
H 8.35839 -1.74700 -8.16297
C -3.42586 -0.95088 7.91784
C -2.27098 3.05819 -3.47957
C -7.54860 6.69368 10.83514
O -6.90977 3.53017 7.44902
O -7.73994 5.14292 -8.08408
H -8.01632 4.60261 11.00076
C -4.10164 -0.11693 8.79450
H -2.63528 2.08015 -5.35496
C 2.24647 -2.20245 0.13885
C -6.70873 6.10065 8.24659
O -2.13816 -2.47373 6.05228
H -4.77800 -5.06379 3.33006
C -7.63124 5.39098 10.37162
N -8.11711 4.06329 -7.67614
O 0.59055 -0.06977 0.25055
C -3.81278 -3.66659 2.03102
H -5.47609 4.36325 -7.88145
C 10.34030 -2.56410 -8.32111
C -7.21088 5.11973 9.08245
N 10.29670 -1.80294 -2.62900
H -5.56340 -6.51038 1.48648
C -2.85130 3.87545 2.82253
H -6.99632 8.71344 10.37563
H -4.16837 0.63881 5.01364
H -5.37571 2.11190 6.57792
H 5.17386 -3.86655 0.46455
C -3.36395 2.59098 2.77383
O -9.27910 3.75810 -7.50165
H -6.38494 5.85765 7.24533
C 3.99305 -0.74073 0.96697
C -7.09131 3.05109 -7.37250
C -3.53583 -3.36357 0.71033
*
```

Results
Calculated total energy   -106528.883 eV
Largest force on an atom   1.63 eV/Å
SMILES   O=[N+]([O-])c1ccccc1.O=[N+]([O-])c1ccccc1.O=[N+]([O-])c1ccccc1.O=[N+]([O-])c1ccccc1.O=[N+]([O-])c1ccccc1.O=[N+]([O-])c1ccccc1.O=[N+]([O-])c1ccccc1.O=[N+]([O-])c1ccccc1.CNC[C@H]1CCNC1=O

Results of the Mulliken charge analysis, in e, for atoms 1 through 99: H 0.390; C -0.147; H 0.393; C -0.094; O -0.632; H 0.503; H 0.432; H 0.481; C 0.003; H 0.462; H 0.375; H 0.439; H 0.383; C -0.243; C -0.481; C 0.140; N -0.082; O -0.667; H 0.299; O -0.603; H 0.498; H 0.377; O -0.591; C 1.061; O -0.609; N 1.072; H 0.403; H 0.428; H 0.611; N 1.053; C -0.392; H 0.525; O -0.643; C -0.762; C 0.021; O -0.637; H 0.528; H 0.453; C -0.424; H 0.346; H 0.379; C -1.397; C -0.576; C -0.434; C -0.390; H 0.438; H 0.484; C 0.103; C -0.492; H 0.297; C -0.423; H 0.502; O -0.631; O -0.662; C -0.412; H 0.326; C -0.641; H 0.389; H 0.379; H 0.536; N 0.962; C -0.347; H 0.424; N 1.082; H 0.459; H -0.016; H 0.326; C -0.278; H 0.401; C -0.205; C -0.526; H 0.190; C 0.044; C -0.578; O -0.610; C -0.493; C -0.434; C -0.182; H 0.430; C -0.467; O -0.681; C -0.524; C -0.381; N 1.200; N 1.009; C -0.740; H 0.233; H 0.296; C -0.487; C -1.033; C -0.432; H 0.370; H 0.470; C -0.459; O -0.539; H 0.420; N 1.067; C -0.501; C -0.211

(2)
Here is C54H53ClF2IN3O2RbSb3Se as an isolated structure from the Open Molecules 2025 dataset. Energies are from ωB97M-V/def2-TZVPD.

Geometry as ORCA input:
```
! RIJCOSX wB97M-V def2-TZVPD def2/J DEFGRID3
* xyz -2 1
C -0.93021 -3.58689 -1.67779
Rb 0.66667 1.05119 1.08553
C -2.61788 -1.96680 -2.16080
H -1.10157 -4.47745 1.15675
H -3.69789 -1.93151 0.63654
H 1.00875 2.44681 -5.69399
C 2.04020 -0.66768 -3.48865
H 1.16666 2.52397 7.87505
H 3.93881 3.86361 -6.13204
C -0.31191 2.17047 -3.31742
H 5.32496 5.09184 -4.50258
C -0.34505 1.74944 4.95321
C 3.38520 -1.04162 -3.27243
H 3.79269 -5.21972 -1.29385
C -1.54244 0.50383 -4.82209
H -3.60016 -1.68212 -2.51567
C 3.51706 3.16968 -2.38935
H 0.79082 -2.48358 4.55111
C 1.38127 -2.81237 -0.92063
H -4.78925 2.89393 1.53132
H 5.03948 4.65204 -2.06899
H 3.41967 -4.00680 -4.95941
H -5.21755 -1.15641 1.15311
C -2.22872 2.87872 -4.59324
H 5.46479 3.01212 5.79398
H 1.81550 -1.19132 1.61673
H -0.94834 0.38561 -5.73432
H -2.78494 -3.94366 1.33226
H -2.59109 0.34364 -5.08226
C -4.73137 -3.31952 4.08030
H 4.03766 -1.46985 0.73004
O 2.76232 1.81151 2.37558
C 4.23888 2.46740 4.10760
I 5.83059 2.54028 2.76113
C 1.90132 2.08229 4.58363
H -1.25770 -0.27980 -4.13141
H -0.08363 -4.03860 4.32320
C 3.42343 -2.16584 0.15820
C -0.21105 2.00852 6.33001
C 1.23097 -1.52973 -4.23143
C -1.72365 -1.01367 -1.70576
C -1.11790 4.46848 -3.18952
F 1.42822 -4.90762 -2.12575
F 5.27461 -3.65499 0.16732
C -3.88828 0.34506 3.53516
H -1.32025 1.52356 4.53247
C 2.98092 2.10506 3.58792
H 0.53346 3.73154 -2.08503
C -2.50695 -2.20915 4.31966
C -3.97501 -2.14546 4.03032
H -2.00792 0.03853 -1.68051
H -0.61193 -4.61464 -1.62762
H -1.08008 1.97038 6.97568
C -1.39926 5.72345 0.13184
C -4.28442 -1.01114 0.60882
N -0.70621 6.64944 -0.01156
H -3.02995 2.63428 -5.28471
H -2.26773 -3.13687 4.84022
C -0.04950 -2.55955 -1.30826
C -1.34768 1.86372 -4.21007
H -4.50546 -0.76931 -0.43159
C 3.03359 -3.07155 -4.56903
C 2.03283 -3.98449 -1.31397
C -6.10495 -3.32503 3.88447
C 2.03027 2.05804 -5.72923
H -4.84278 2.20149 -0.08986
H 1.04655 -3.36069 -5.33513
C 1.02369 2.31523 6.82306
C 4.44708 4.11636 -2.80156
H -2.87834 -4.08502 -2.41693
C -2.11913 4.16847 -4.09934
H -4.21910 -4.25255 4.29316
H 2.09549 0.01911 2.53804
N 0.66044 1.77455 4.11684
C 3.82178 3.66462 -5.07133
C -6.02479 -0.95003 3.58330
H 3.93842 0.02206 -1.47031
C 0.38115 -3.18491 3.82410
H -5.80587 1.44823 1.21446
H -2.99929 0.40718 4.15967
H 1.19846 -3.51804 3.18117
H -1.04121 5.45262 -2.74314
Cl 3.78469 3.05471 8.05470
H 4.87740 -2.52889 -3.62884
O 1.62387 -0.83211 2.52673
C 3.33078 -4.29748 -0.96857
C -2.20644 -3.28743 -2.11784
C 4.35517 -0.22393 -2.45222
H -6.52947 -0.00926 3.38284
H -1.97244 -4.77526 2.68637
Sb 1.32764 1.05755 -2.36641
C -1.83659 -4.07292 1.85859
C 2.13584 2.37042 5.95231
C 2.72845 2.45709 -3.29585
C 2.09893 -1.83755 -0.18467
N -0.48322 -1.28633 -1.30013
C 3.44985 2.70028 6.36490
C -4.63594 -0.93491 3.73915
C 4.60372 4.36008 -4.15609
C 1.71251 -2.71357 -4.77568
C -4.87084 1.95978 0.97454
H -7.83632 -2.10029 3.51355
C 4.46949 2.75210 5.45882
H -4.51884 1.20992 3.74107
Se -2.50776 4.28839 0.34582
C -0.23398 3.47241 -2.80950
Sb -3.21696 0.66573 1.44332
C 4.00000 -3.36107 -0.20867
H -2.83798 4.92683 -4.38854
H 5.27279 -0.78836 -2.28090
Sb -1.08494 -2.19029 2.62641
C -6.76175 -2.12414 3.64951
H 2.43637 2.25790 -6.72240
C 2.87686 2.71949 -4.66855
H 1.97422 0.97745 -5.59220
H 0.19277 -1.29979 -4.38586
H -6.65717 -4.25676 3.93036
H -2.19199 -1.37845 4.95769
H 3.41195 2.97618 -1.32529
C 3.84985 -2.23850 -3.82048
H 4.61322 0.70863 -2.95237
*
```

Results
ΔE to the lowest compared entry with this formula, charge and spin   20.16 kcal/mol
Largest force on an atom   2.07 eV/Å

Results of the Mulliken charge analysis, in e, for atoms 1 through 99: C -0.699; Rb 1.067; C -0.470; H 0.398; H -0.020; H 0.175; C 0.936; H 0.368; H 0.355; C 0.699; H 0.354; C -0.086; C 1.009; H 0.424; C -0.664; H 0.512; C -0.839; H 0.360; C 0.118; H 0.418; H 0.453; H 0.352; H 0.569; C -0.536; H 0.381; H -0.227; H 0.318; H 0.348; H 0.522; C -0.764; H 0.466; O -0.440; C -0.288; I -0.044; C -0.309; H -0.377; H 0.523; C -0.648; C -0.725; C -0.609; C -1.713; C -0.858; F -0.494; F -0.436; C -1.069; H 0.173; C 0.106; H 0.440; C -1.965; C 1.256; H 0.780; H 0.571; H 0.413; C 0.244; C -1.171; N -0.755; H 0.383; H 0.626; C 0.326; C 1.085; H 0.498; C -0.869; C 0.877; C -0.680; C -1.013; H 0.415; H 0.374; C -0.897; C -0.697; H 0.356; C -0.784; H 0.279; H 0.276; N 0.383; C -0.811; C -0.485; H 0.194; C -1.464; H 0.456; H -0.358; H 0.367; H 0.518; Cl -0.327; H 0.338; O -0.359; C -0.929; C -1.058; C -1.970; H 0.269; H 0.534; Sb -0.203; C -1.511; C 0.330; C 0.509; C 0.578; N 1.475; C 0.612; C 0.764; C -0.661